{"formula": "C24H60O12", "method": "ωB97M-V/def2-TZVPD", "species": ["O", "O", "O", "O", "O", "O", "O", "O", "O", "O", "O", "O", "C", "C", "C", "C", "C", "C", "C", "C", "C", "C", "C", "C", "C", "C", "C", "C", "C", "C", "C", "C", "C", "C", "C", "C", "H", "H", "H", "H", "H", "H", "H", "H", "H", "H", "H", "H", "H", "H", "H", "H", "H", "H", "H", "H", "H", "H", "H", "H", "H", "H", "H", "H", "H", "H", "H", "H", "H", "H", "H", "H", "H", "H", "H", "H", "H", "H", "H", "H", "H", "H", "H", "H", "H", "H", "H", "H", "H", "H", "H", "H", "H", "H", "H", "H"], "coordinates": [[-0.6778, 1.7385, 2.5491], [4.0193, 3.3193, 1.9245], [0.3557, -2.7825, 4.4237], [-0.5569, -1.0609, -5.8562], [1.7258, -1.2813, 0.3919], [-6.5723, 0.1899, -3.8945], [2.6970, -1.1863, 4.7364], [4.3741, 1.3375, -0.2992], [-2.8415, 1.3334, 4.6054], [-3.9407, 1.4465, -1.6907], [1.4020, 0.1450, -2.2805], [1.6052, -1.4819, -7.7587], [0.0354, -1.5378, -4.6558], [-0.6488, -2.0274, -6.8636], [-2.8031, 1.7997, -2.4804], [0.8572, -2.4256, 5.7229], [1.4082, -2.0918, 1.5203], [-0.6391, 1.0281, 3.7597], [-4.8138, 0.5288, -2.2973], [1.1458, -0.5548, -8.7080], [3.3201, 2.1122, 1.7067], [-1.9386, 2.0289, 2.0112], [-7.8740, 0.5915, -4.3022], [3.1200, 4.3187, 2.3436], [2.3594, -2.2084, 5.6419], [5.3178, 0.4784, -0.8830], [-6.1567, 1.0646, -2.8486], [0.6919, -2.4994, -7.4363], [1.1246, 0.6868, -1.0178], [-0.0813, -4.1362, 4.3235], [3.7752, -0.3945, 5.1736], [0.7529, -0.3310, 0.0632], [-3.7766, 1.7389, 5.5620], [2.2776, -0.9353, -2.4143], [-1.4935, 1.5848, 4.9074], [4.2502, 1.0742, 1.0806], [4.6856, -0.9011, 5.5077], [-7.8910, 1.6399, -4.6136], [6.3151, 0.9368, -0.8506], [1.7874, -1.8591, -2.0606], [5.2148, 1.3359, 1.5416], [-1.2139, 2.6317, 5.0827], [-3.6268, 1.2632, 6.5406], [-0.1127, -4.2465, 3.2391], [0.3955, 1.0138, 4.1048], [2.7245, -1.8786, 6.6248], [2.4346, 2.1738, 1.0627], [0.4847, -3.1303, -8.3131], [0.2518, -1.5765, 6.0461], [-2.4426, 2.8917, 2.4671], [1.9081, 1.3525, -0.6564], [-5.0687, -0.1456, -1.4722], [-2.6298, 1.2006, 2.1961], [-0.0268, -0.8201, -3.8445], [0.2152, 1.2790, -1.1092], [0.7836, 0.3497, -8.1849], [2.8807, -3.1376, 5.3925], [0.5965, 0.2696, 0.9754], [-1.9789, 2.2783, 0.9502], [3.0633, -0.8154, -1.6541], [1.9201, -0.1954, -9.3806], [-0.4451, -2.4890, -4.4007], [2.8068, 4.1144, 3.3761], [2.9129, 1.8112, 2.6752], [-3.7267, 2.8112, 5.7787], [3.5136, 5.3339, 2.3711], [3.4369, 0.2008, 6.0311], [-2.0844, 2.3019, -1.8396], [-1.2662, 1.0821, 5.8575], [5.4170, -0.4991, -0.4003], [4.0612, 0.2973, 4.3894], [5.1429, 0.2646, -1.9379], [1.4375, -1.3999, 2.3653], [-8.5814, 0.5133, -3.4719], [-1.3005, -2.8620, -6.5686], [2.6628, -1.1458, -3.4067], [3.9640, 0.0545, 1.3408], [2.2079, -2.8215, 1.6047], [-0.2340, -0.7554, -0.1640], [-4.2875, -0.1107, -3.0140], [2.2311, 4.3410, 1.7077], [-6.9180, 0.9492, -2.0740], [-4.7850, 1.4821, 5.2511], [-1.2690, -1.5808, -7.6462], [-0.8990, -0.0211, 3.5856], [0.6853, -4.7901, 4.7546], [0.4364, -2.5871, 1.4725], [1.2466, -3.1440, -6.7511], [-8.1744, -0.0337, -5.1375], [0.2040, -0.8150, -9.2031], [0.5911, -3.1920, 6.4569], [1.0946, -1.7120, -4.8663], [-3.1421, 2.3176, -3.3782], [-1.0334, -4.3860, 4.7989], [-6.0347, 2.1070, -3.1545], [-2.3422, 0.8424, -2.7548]], "forces_ev_per_a": [[0.71, 0.79, -0.42], [-0.09, 0.51, -0.76], [-0.30, -0.21, 0.97], [-0.24, 0.51, 0.41], [0.28, -0.88, -0.99], [-0.23, 0.91, -0.11], [0.15, -0.16, -0.63], [-0.64, -0.83, -0.24], [-0.44, 0.17, -0.29], [0.04, 0.91, 0.07], [-0.74, 0.83, -1.61], [0.12, -0.03, -0.34], [0.32, -0.57, -0.92], [-0.39, 0.25, -0.40], [-0.72, -1.49, 0.18], [-0.63, -0.24, -0.80], [0.40, 1.31, -0.04], [-0.30, -0.36, 0.67], [-0.31, -0.98, 0.87], [-1.24, 1.63, 0.83], [-0.20, -0.77, -0.04], [-1.70, -0.07, 0.42], [0.27, -0.06, -0.02], [-0.58, 0.02, 0.57], [-0.07, 0.50, 0.94], [1.21, -0.10, -0.38], [0.96, -0.98, 0.15], [-0.04, -0.59, 0.09], [0.15, -1.07, 0.74], [1.01, 0.50, -0.53], [-0.18, 0.72, 0.57], [-0.45, 0.92, 1.06], [0.10, 0.30, 0.93], [0.29, -1.11, 2.49], [0.39, -0.44, -0.09], [0.63, 1.73, 1.10], [-0.17, -0.58, -0.23], [0.13, 0.04, -0.15], [0.01, 0.03, 0.17], [-0.06, 0.06, -0.34], [0.17, -0.59, 0.11], [-0.54, 0.27, -0.25], [0.22, -0.27, -0.07], [-0.33, -0.68, 0.14], [0.13, 0.18, -0.18], [-0.17, -0.34, 0.19], [0.11, 0.70, -0.09], [-0.13, 0.10, -0.08], [0.56, 0.52, -0.05], [0.37, 0.02, 0.38], [0.34, -0.18, -0.26], [-0.09, -0.14, -0.14], [0.07, -0.08, -0.27], [-0.30, 0.19, -0.21], [-0.01, 0.17, -0.28], [0.39, -0.04, 0.15], [-0.10, -0.08, -0.12], [-0.28, 0.17, -0.11], [0.95, -0.39, -0.12], [0.36, -0.05, -0.61], [0.13, -0.58, -0.16], [0.09, 0.00, 0.34], [-0.23, -0.10, -0.02], [0.10, -0.56, 0.17], [-0.02, 0.16, -0.30], [0.68, -0.26, -0.35], [0.10, 0.12, 0.04], [-0.23, 0.53, -0.18], [0.33, -0.24, -0.10], [-0.34, 0.06, 0.25], [-0.12, -0.02, -0.27], [-0.55, 0.35, 0.03], [-0.20, -0.48, 0.47], [-0.10, -0.23, 0.01], [0.50, -0.40, 0.33], [-0.12, 0.83, -0.19], [-0.17, -0.11, -0.33], [-0.02, -0.09, 0.09], [0.15, -0.47, -0.17], [-0.15, 0.32, -0.38], [-0.06, -0.04, -0.01], [0.03, 0.61, 0.25], [0.07, -0.01, -0.36], [0.34, 0.32, -0.13], [-0.26, -0.08, 0.01], [-0.05, -0.17, -0.19], [-0.09, 0.06, -0.24], [-0.21, 0.07, 0.19], [-0.07, -0.08, 0.04], [0.49, -0.74, -0.51], [0.40, -0.27, -0.03], [0.03, -0.16, 0.28], [0.49, 0.37, 0.02], [-0.13, 0.43, -0.02], [-0.24, 0.05, -0.21], [0.26, 0.22, -0.39]], "e_above_lowest_kj_mol": 550.08, "fmax_ha_per_bohr": 0.053, "orbital_gap_ev": 9.672, "e_tot_ha": -1852.964090, "molar_mass_g_mol": 540.73, "lumo_energy_ha": 0.024, "smiles": "COCCOC.COCCOC.COCCOC.COCCOC.COCCOC.COCCOC", "spin_multiplicity": 1}

=====

{"formula": "C26H28N4O7", "method": "ωB97M-V/def2-TZVPD", "species": ["O", "O", "O", "O", "O", "O", "O", "N", "N", "N", "N", "C", "C", "C", "C", "C", "C", "C", "C", "C", "C", "C", "C", "C", "C", "C", "C", "C", "C", "C", "C", "C", "C", "C", "C", "C", "C", "H", "H", "H", "H", "H", "H", "H", "H", "H", "H", "H", "H", "H", "H", "H", "H", "H", "H", "H", "H", "H", "H", "H", "H", "H", "H", "H", "H"], "coordinates": [[-3.4479, 4.9390, 3.8193], [0.2123, -4.6260, -2.2411], [4.5359, -4.9438, -0.3471], [0.4589, 1.5882, 1.2113], [-2.2056, 1.2427, -2.3580], [-1.5349, 6.1693, 3.6012], [4.8250, -3.5336, 1.8064], [-0.2032, 1.3363, -1.3185], [0.5082, -2.4703, -1.5389], [-0.2543, 3.7100, 1.4562], [0.1197, -1.2047, -1.5066], [-0.8834, -0.7598, -2.1935], [2.5300, -3.7373, -0.9883], [4.3966, -5.7844, -1.4673], [1.7519, -1.9904, 0.4751], [3.5910, -3.9901, -0.1383], [2.8245, -2.2272, 1.3196], [-3.3845, -2.1145, -4.6456], [-2.7239, -1.2057, -3.8510], [-1.6477, -1.6208, -3.0571], [-0.4037, 2.6418, -0.7513], [-0.0408, 2.5917, 0.7352], [-1.9386, -3.8790, -3.9033], [-1.3787, 3.7341, 3.6241], [-2.9954, -3.4531, -4.6743], [-0.0404, 3.6865, 2.8894], [-0.1348, -3.4605, -2.2826], [3.7481, -3.2198, 1.0373], [-1.1892, 0.6896, -1.9750], [-0.9342, 4.9042, 1.0142], [-2.3191, 4.9868, 1.6583], [-1.2529, -2.9722, -3.0920], [1.6012, -2.7469, -0.6749], [5.0327, -2.8053, 2.9906], [-2.2965, 6.7515, 4.6353], [-3.7029, 6.2131, 4.3675], [-2.1797, 4.9715, 3.1905], [0.5595, 4.5579, 3.1687], [-2.9342, 4.1362, 1.3637], [4.4939, -5.2255, -2.4041], [-1.9734, 2.8495, 3.3969], [2.9197, -1.6236, 2.2071], [-1.6129, -4.9082, -3.9030], [-4.2364, 6.8437, 3.6436], [5.9344, -3.2223, 3.4364], [4.1968, -2.9224, 3.6882], [3.4376, -6.3113, -1.4585], [-2.8182, 5.9067, 1.3532], [1.0421, -1.2156, 0.7160], [0.5093, 0.7638, -0.8780], [-2.2148, 7.8353, 4.5558], [-4.2148, -1.7877, -5.2542], [-1.2135, 3.7753, 4.7007], [0.2335, 3.3783, -1.2571], [-1.0167, 4.9292, -0.0700], [-3.5247, -4.1540, -5.3024], [-4.3069, 6.0861, 5.2650], [-0.3477, 5.7688, 1.3438], [-3.0250, -0.1715, -3.8192], [2.4048, -4.3104, -1.8891], [-1.9279, 6.4198, 5.6152], [5.1884, -1.7405, 2.7875], [-1.4544, 2.9081, -0.9023], [0.4998, 2.7711, 3.1337], [5.2086, -6.5061, -1.3938]], "forces_ev_per_a": [[0.15, -0.21, -0.02], [-0.07, 0.05, -0.06], [-0.04, 0.24, 0.26], [0.09, -0.36, 0.09], [-0.26, -0.13, -0.10], [0.11, -0.11, -0.30], [-0.13, -0.14, -0.33], [0.27, 0.11, 0.24], [-0.23, -0.28, -0.41], [0.12, 0.08, 0.22], [-0.55, 0.89, -0.29], [0.34, -0.65, 0.27], [0.14, -0.11, -0.04], [-0.02, -0.12, -0.18], [-0.22, -0.17, -0.30], [0.05, 0.18, 0.19], [0.29, -0.18, 0.07], [0.04, 0.00, 0.02], [-0.07, 0.13, -0.03], [0.02, -0.56, -0.14], [-0.07, -0.17, -0.09], [0.00, 0.17, -0.38], [0.09, -0.04, 0.06], [-0.06, 0.49, -0.09], [0.05, -0.05, 0.03], [0.05, -0.29, 0.33], [-0.01, -0.18, 0.06], [0.04, -0.12, -0.10], [0.42, 0.48, 0.14], [-0.36, 0.16, -0.17], [0.14, 0.19, 0.38], [-0.32, 0.41, -0.16], [0.55, -0.05, 0.69], [0.01, 0.12, 0.17], [-0.33, -0.06, 0.37], [0.11, 0.43, -0.04], [0.07, -0.59, -0.38], [0.02, -0.07, 0.00], [-0.01, -0.04, -0.05], [-0.02, -0.02, 0.03], [0.01, -0.07, 0.00], [0.06, 0.03, 0.11], [0.01, -0.07, 0.00], [0.02, -0.03, 0.11], [-0.07, 0.06, 0.01], [0.02, 0.02, -0.03], [0.02, 0.03, -0.01], [-0.06, 0.03, 0.02], [-0.03, 0.07, 0.04], [-0.14, 0.06, -0.07], [-0.03, -0.04, 0.06], [-0.06, 0.05, -0.04], [-0.05, 0.01, 0.05], [-0.18, 0.05, 0.09], [0.08, 0.03, 0.03], [-0.03, -0.06, -0.04], [0.02, 0.07, -0.03], [-0.01, -0.03, -0.17], [-0.02, 0.02, 0.00], [0.03, -0.06, -0.01], [-0.05, 0.08, -0.08], [-0.02, -0.04, 0.01], [0.16, 0.11, 0.01], [-0.01, 0.20, 0.00], [-0.07, 0.03, -0.05]], "e_above_lowest_kj_mol": 9.85, "fmax_ha_per_bohr": 0.021, "orbital_gap_ev": 7.765, "e_tot_ha": -1753.291791, "molar_mass_g_mol": 508.53, "lumo_energy_ha": 0.003, "smiles": "COc1ccc(-n2nc(C(=O)NCC(=O)N3CCC4(CC3)OCCO4)c3ccccc3c2=O)cc1OC", "spin_multiplicity": 1}